(1)
92
Properties=species:S:1:pos:R:3:lowdin_charge:R:1 method="wB97M-V/def2-TZVPD" mol_weight_da=507.761 e_homo_ev=-8.72 orbital_gap_ev=9.258 smiles="C#CCCC[C@H]1CCNC1=O.COC[C@@H](C)N.COC[C@@H](C)N.COC[C@@H](C)N.COC[C@@H](C)N" max_force_ev_per_a=2.80
C -0.352 3.514 -4.088 0.046
C 0.569 3.278 -3.312 -0.142
C 1.658 3.229 -2.161 -0.169
C 0.869 3.057 -0.788 -0.187
C 1.332 1.853 0.129 -0.148
C 1.699 0.511 -0.631 -0.228
C 0.850 0.025 -1.866 -0.100
C 1.763 -1.254 -2.251 -0.166
N 3.168 -0.796 -1.941 0.018
C 3.245 0.273 -0.953 -0.385
O 4.229 0.804 -0.473 0.062
H -1.407 3.597 -4.465 0.043
H 2.181 4.231 -2.183 0.112
H 2.417 2.431 -2.389 0.097
H 1.056 4.011 -0.190 0.117
H -0.250 3.067 -0.990 0.085
H 2.172 2.119 0.848 0.119
H 0.444 1.603 0.803 0.108
H 1.537 -0.271 0.195 0.155
H -0.189 -0.384 -1.714 0.103
H 0.998 0.673 -2.782 0.103
H 1.831 -1.524 -3.341 0.119
H 1.599 -2.122 -1.545 0.119
H 3.751 -0.651 -2.768 0.122
C -2.892 -2.795 -1.869 -0.097
O -2.064 -2.010 -1.027 -0.211
C -2.770 -1.147 -0.141 -0.202
C -3.264 -1.829 1.149 -0.424
C -4.501 -2.698 0.942 -0.068
N -2.210 -2.642 1.767 0.049
H -3.801 -2.263 -2.165 0.093
H -3.146 -3.737 -1.379 0.070
H -2.323 -3.036 -2.769 0.089
H -2.052 -0.370 0.144 0.110
H -3.587 -0.636 -0.666 0.119
H -3.540 -1.036 1.851 0.136
H -4.272 -3.644 0.449 0.057
H -4.956 -2.943 1.905 0.078
H -5.252 -2.174 0.344 0.080
H -1.420 -2.038 1.988 0.074
H -1.843 -3.260 1.044 0.049
C 8.093 5.387 0.239 -0.111
O 7.886 3.996 0.071 -0.191
C 7.879 3.248 1.280 -0.204
C 6.529 3.255 2.025 -0.429
C 6.258 4.554 2.778 -0.078
N 5.409 2.989 1.115 0.045
H 8.771 5.605 1.070 0.089
H 7.138 5.897 0.384 0.073
H 8.536 5.775 -0.680 0.086
H 8.093 2.216 0.986 0.121
H 8.702 3.561 1.935 0.116
H 6.563 2.451 2.768 0.134
H 5.973 5.372 2.115 0.062
H 5.435 4.417 3.485 0.074
H 7.136 4.867 3.350 0.076
H 5.547 2.077 0.683 0.042
H 5.493 3.639 0.334 0.072
C -6.292 3.620 0.960 -0.107
O -5.468 2.766 0.184 -0.197
C -4.873 3.387 -0.948 -0.204
C -3.587 4.178 -0.637 -0.425
C -3.847 5.530 0.018 -0.070
N -2.672 3.406 0.212 0.046
H -6.823 4.351 0.344 0.091
H -5.699 4.126 1.725 0.074
H -7.030 3.000 1.473 0.087
H -4.607 2.567 -1.624 0.118
H -5.606 4.004 -1.482 0.119
H -3.086 4.373 -1.592 0.132
H -4.127 5.441 1.069 0.064
H -2.947 6.149 -0.020 0.078
H -4.643 6.071 -0.502 0.079
H -2.427 2.544 -0.273 0.059
H -3.205 3.085 1.019 0.072
C -1.835 -9.294 -0.436 -0.107
O -2.318 -7.962 -0.491 -0.193
C -2.553 -7.365 0.778 -0.202
C -1.296 -6.773 1.444 -0.429
C -0.383 -7.826 2.064 -0.072
N -0.516 -5.962 0.501 0.046
H -2.256 -9.849 0.407 0.091
H -0.745 -9.299 -0.389 0.074
H -2.127 -9.795 -1.361 0.087
H -3.251 -6.542 0.588 0.114
H -3.072 -8.063 1.446 0.119
H -1.635 -6.121 2.257 0.134
H 0.191 -8.377 1.316 0.063
H 0.339 -7.354 2.734 0.077
H -0.958 -8.547 2.652 0.078
H -1.104 -5.204 0.161 0.049
H -0.356 -6.533 -0.328 0.072

(2)
101
Properties=species:S:1:pos:R:3:lowdin_charge:R:1 method="wB97M-V/def2-TZVPD" mol_weight_da=645.776 e_homo_ev=-6.90 orbital_gap_ev=9.012 max_force_ev_per_a=4.99 e_above_lowest_kcal_mol=0.00 charge=-1
O -24.230 1.805 -14.719 0.061
C -23.680 1.381 -13.551 -0.821
O -23.249 0.248 -13.582 -0.003
O -23.741 2.107 -12.553 -0.027
H -24.101 0.943 -15.123 0.073
C -25.420 5.365 -11.956 0.013
C -26.012 5.442 -13.365 -0.583
O -26.774 6.364 -13.600 0.023
N -25.673 4.470 -14.197 0.038
C -26.262 4.324 -15.560 -0.031
H -25.450 6.349 -11.489 0.082
H -24.400 4.994 -12.060 0.059
H -26.040 4.728 -11.325 0.073
H -24.996 3.802 -13.858 0.084
H -25.581 3.819 -16.245 0.065
H -26.458 5.324 -15.946 0.080
H -27.209 3.788 -15.511 0.067
C -22.996 2.208 -17.702 0.015
C -24.009 1.153 -18.106 -0.519
O -24.549 0.368 -17.298 0.005
N -24.410 1.275 -19.356 0.004
C -25.499 0.483 -19.809 -0.071
H -22.512 2.680 -18.557 0.084
H -22.353 1.779 -16.934 0.066
H -23.487 2.952 -17.074 0.067
H -23.948 1.938 -19.961 0.139
H -26.222 0.175 -19.054 0.069
H -25.110 -0.473 -20.162 0.087
H -25.937 0.997 -20.665 0.088
C -30.568 1.523 -18.119 -0.014
C -29.242 0.869 -17.668 -0.508
O -28.651 0.026 -18.378 0.000
N -28.770 1.270 -16.455 0.023
C -27.471 0.882 -15.842 -0.046
H -30.485 2.609 -18.137 0.073
H -31.395 1.262 -17.457 0.074
H -30.843 1.188 -19.119 0.075
H -29.367 1.937 -15.988 0.123
H -27.587 0.807 -14.761 0.063
H -26.616 1.544 -15.977 0.047
H -27.087 -0.078 -16.185 0.086
C -22.782 -2.378 -16.322 -0.004
C -21.447 -1.636 -16.360 -0.569
O -20.548 -2.079 -17.029 0.030
N -21.297 -0.588 -15.521 0.015
C -20.112 0.252 -15.454 -0.046
H -23.349 -2.151 -17.225 0.070
H -23.313 -1.990 -15.452 0.057
H -22.726 -3.463 -16.240 0.080
H -22.100 -0.376 -14.945 0.064
H -19.981 0.878 -14.571 0.056
H -20.174 1.016 -16.229 0.070
H -19.273 -0.434 -15.569 0.086
C -20.128 1.262 -11.700 0.007
C -20.271 2.535 -10.844 -0.543
O -19.310 2.905 -10.153 0.000
N -21.443 3.165 -10.929 0.015
C -21.831 4.259 -10.078 -0.072
H -19.790 0.441 -11.067 0.085
H -19.368 1.382 -12.471 0.067
H -21.087 1.040 -12.169 0.054
H -22.158 2.806 -11.545 0.076
H -22.913 4.377 -10.009 0.073
H -21.296 5.163 -10.367 0.080
H -21.389 4.098 -9.095 0.081
C -21.902 -2.923 -12.850 0.011
C -22.589 -2.747 -11.491 -0.527
O -22.734 -3.649 -10.666 0.015
N -23.167 -1.553 -11.308 -0.004
C -23.985 -1.279 -10.254 -0.112
H -22.601 -3.208 -13.636 0.071
H -21.092 -3.634 -12.686 0.080
H -21.346 -2.076 -13.253 0.062
H -23.126 -0.922 -12.095 0.085
H -24.621 -0.437 -10.526 0.076
H -23.433 -1.093 -9.333 0.093
H -24.688 -2.083 -10.034 0.091
C -27.260 1.917 -12.189 -0.002
C -26.998 2.197 -10.757 -0.643
O -27.886 2.590 -10.031 0.041
N -25.798 1.972 -10.354 0.022
C -25.245 2.199 -9.058 -0.077
H -27.282 0.832 -12.295 0.092
H -26.518 2.387 -12.834 0.058
H -28.224 2.295 -12.532 0.088
H -25.080 1.903 -11.061 0.090
H -24.175 2.090 -8.877 0.077
H -25.547 1.366 -8.424 0.086
H -25.385 3.185 -8.614 0.086
C -21.399 4.168 -14.341 0.023
C -20.572 4.805 -15.461 -0.553
O -20.141 4.096 -16.406 -0.015
N -20.253 6.054 -15.305 0.024
C -19.341 6.767 -16.268 -0.032
H -22.216 3.557 -14.726 0.063
H -21.929 4.918 -13.755 0.072
H -20.752 3.518 -13.752 0.080
H -20.657 6.560 -14.530 0.136
H -19.786 7.549 -16.885 0.076
H -18.780 6.032 -16.844 0.078
H -18.584 7.232 -15.637 0.073

(3)
116
Properties=species:S:1:pos:R:3:lowdin_spin:R:1 method="wB97M-V/def2-TZVPD" mol_weight_da=974.580 e_homo_ev="-9.60 / -9.60" orbital_gap_ev="7.561 / 6.998" max_force_ev_per_a=4.77 spin_multiplicity=2
O 0.870 -0.095 0.181 0.022
C 0.166 0.999 0.192 0.037
O 0.674 2.054 0.452 0.276
O -1.044 1.034 -0.029 0.658
H 1.564 0.566 0.242 0.003
C 0.880 -2.520 -5.794 0.000
C -0.377 -2.270 -5.442 0.000
C -0.859 -2.045 -3.975 0.000
O -2.060 -1.981 -3.621 0.000
C 0.294 -1.939 -3.067 0.000
C 1.509 -2.271 -3.466 0.000
C 1.868 -2.740 -4.771 0.000
O 2.893 -3.289 -5.111 0.000
O 2.502 -2.370 -2.520 0.000
O -1.343 -2.308 -6.325 0.000
H 1.124 -2.555 -6.846 0.000
H 0.140 -1.650 -2.038 0.000
H 3.269 -2.866 -2.816 0.000
H -2.184 -2.062 -5.933 0.000
C 4.255 1.143 0.799 0.000
O 5.051 1.431 1.679 0.000
N 4.625 1.054 -0.474 0.000
C 3.845 0.427 -1.477 0.000
C 5.915 1.442 -0.959 0.000
H 3.198 0.881 0.958 0.000
H 2.939 -0.099 -1.177 0.000
H 4.453 -0.363 -1.917 0.000
H 3.656 1.234 -2.184 0.000
H 5.893 1.768 -1.998 0.000
H 6.412 2.267 -0.448 0.000
H 6.648 0.635 -0.971 0.000
C -6.444 0.335 -2.180 0.000
O -6.061 1.515 -1.471 0.000
P -4.644 2.311 -1.729 0.000
O -3.871 2.590 -0.482 0.000
O -3.876 1.391 -2.793 0.000
C -2.605 1.843 -3.222 0.000
O -4.919 3.685 -2.658 0.000
C -5.740 3.505 -3.793 0.000
H -6.912 0.507 -3.149 0.000
H -7.179 -0.134 -1.526 0.000
H -5.657 -0.415 -2.101 0.000
H -2.397 2.905 -3.095 0.000
H -2.503 1.713 -4.299 0.000
H -1.805 1.236 -2.798 0.000
H -5.617 2.473 -4.119 0.000
H -5.433 4.131 -4.630 0.000
H -6.776 3.730 -3.537 0.000
C 0.699 7.156 -2.465 0.000
O -0.322 6.632 -1.609 0.000
P -1.100 5.221 -1.917 0.000
O -1.601 4.431 -0.696 -0.001
O -2.259 5.697 -2.940 0.000
C -3.185 6.677 -2.471 0.000
O -0.166 4.401 -2.885 0.000
C 0.904 3.571 -2.282 -0.001
H 1.169 6.305 -2.956 0.000
H 1.419 7.551 -1.748 0.000
H 0.400 7.974 -3.120 0.000
H -3.655 6.590 -1.491 0.000
H -3.920 6.712 -3.275 0.000
H -2.792 7.693 -2.513 0.000
H 1.182 3.771 -1.247 0.000
H 1.872 3.832 -2.709 0.000
H 0.690 2.504 -2.327 0.000
C -6.115 -0.379 1.514 0.000
O -5.117 -1.372 1.972 0.000
P -3.582 -0.952 2.460 0.000
O -3.226 0.468 2.262 0.000
O -3.489 -1.471 4.028 0.000
C -3.476 -2.824 4.261 0.000
O -2.531 -1.843 1.637 0.000
C -2.592 -1.956 0.236 0.004
H -6.948 -0.248 2.203 0.000
H -6.424 -0.750 0.536 0.000
H -5.718 0.636 1.489 0.000
H -2.506 -3.110 4.667 0.000
H -3.668 -3.310 3.304 0.000
H -4.171 -2.940 5.093 0.000
H -3.335 -1.395 -0.331 0.000
H -2.762 -3.016 0.046 0.000
H -1.649 -1.640 -0.209 0.002
C 0.259 -1.029 6.501 0.000
O 0.395 0.148 5.786 0.000
P 0.219 0.054 4.122 0.000
O -0.321 1.333 3.598 0.000
O 1.743 -0.360 3.634 0.000
C 2.897 0.093 4.226 0.000
O -0.704 -1.267 3.782 0.000
C -0.187 -2.251 2.883 0.000
H 1.186 -1.284 7.015 0.000
H 0.083 -2.012 6.065 0.000
H -0.521 -0.868 7.246 0.000
H 3.160 1.017 3.711 0.000
H 3.573 -0.762 4.212 0.000
H 2.721 0.424 5.250 0.000
H 0.661 -2.747 3.356 0.000
H 0.196 -1.904 1.923 0.000
H -0.919 -3.058 2.867 0.000
C 3.330 -3.040 0.413 0.000
O 3.932 -3.062 1.629 0.000
P 3.734 -4.255 2.762 0.000
O 2.432 -4.810 2.976 0.000
O 4.825 -5.420 2.259 0.000
C 5.464 -6.368 3.152 0.000
O 4.434 -3.533 4.063 0.000
C 5.851 -3.412 4.095 0.000
H 2.402 -3.608 0.471 0.000
H 4.002 -3.354 -0.386 0.000
H 3.004 -2.032 0.156 0.000
H 6.517 -6.352 2.870 0.000
H 5.269 -7.351 2.722 0.000
H 5.259 -6.335 4.222 0.000
H 6.103 -2.359 4.218 0.000
H 6.301 -3.794 3.178 0.000
H 6.338 -3.888 4.946 0.000

(4)
91
Properties=species:S:1:pos:R:3:lowdin_spin:R:1 method="wB97M-V/def2-TZVPD" mol_weight_da=555.005 e_homo_ev="-9.49 / -9.79" orbital_gap_ev="7.524 / 7.824" max_force_ev_per_a=4.88 spin_multiplicity=4 e_above_lowest_kcal_mol=0.00 charge=+1
O -1.511 -2.620 -1.426 0.001
O -2.841 -1.506 -2.987 0.000
C -0.305 -3.250 -2.006 0.001
C -0.143 -4.697 -1.657 0.000
H 0.533 -2.633 -1.669 0.001
H -0.402 -3.078 -3.080 0.000
H 0.074 -4.828 -0.591 0.000
H 0.693 -5.087 -2.239 0.000
H -1.026 -5.288 -1.932 0.000
C -2.317 -3.348 -0.346 0.000
C -3.462 -3.965 -1.086 0.000
H -2.597 -2.574 0.385 0.000
H -1.632 -4.047 0.142 0.000
H -3.998 -3.184 -1.643 0.000
H -4.135 -4.481 -0.405 0.000
H -3.069 -4.693 -1.802 0.000
C -3.744 -0.426 -2.537 0.000
C -2.338 -1.447 -4.353 0.000
C -3.584 -0.160 -1.069 0.001
H -4.749 -0.787 -2.796 0.000
H -3.560 0.509 -3.104 0.000
H -3.527 -1.053 -0.440 0.000
H -4.444 0.424 -0.724 0.000
H -2.688 0.446 -0.894 0.001
C -2.958 -2.565 -5.142 0.000
H -1.250 -1.503 -4.277 0.000
H -2.603 -0.469 -4.770 0.000
H -2.739 -3.571 -4.736 0.000
H -2.582 -2.499 -6.169 0.000
H -4.054 -2.463 -5.182 0.000
H -2.232 -2.216 -2.274 0.000
Cr 1.360 0.785 0.988 2.894
C 0.326 0.562 -0.507 -0.014
Si 0.848 1.464 -2.097 0.001
H -0.785 0.631 -0.431 0.012
H 0.437 -0.558 -0.666 0.015
C 1.705 0.183 -3.193 0.000
C 1.929 2.832 -1.376 0.002
C -0.727 2.047 -2.941 -0.001
C 3.193 -0.026 0.574 -0.006
Si 4.224 0.950 1.793 0.001
H 3.557 0.137 -0.461 0.005
H 3.322 -1.113 0.738 0.010
C 4.922 2.474 0.966 0.001
C 5.591 -0.242 2.247 -0.002
C 3.293 1.497 3.341 0.004
H -0.647 3.068 -3.335 0.000
H -1.572 2.017 -2.245 0.000
H -0.987 1.392 -3.780 0.000
H 2.600 -0.254 -2.724 0.000
H 2.009 0.602 -4.168 0.000
H 1.011 -0.647 -3.402 0.000
H 1.961 2.795 -0.256 0.002
H 1.559 3.827 -1.644 0.000
H 2.967 2.740 -1.716 0.000
H 5.696 -0.984 1.444 0.000
H 5.370 -0.782 3.176 0.000
H 6.544 0.290 2.358 0.000
H 2.665 0.714 3.792 0.000
H 2.667 2.391 3.204 0.001
H 4.062 1.754 4.086 0.001
H 5.919 2.666 1.379 0.000
H 4.310 3.368 1.127 0.000
H 5.031 2.337 -0.115 0.000
C 1.082 -2.608 2.084 0.002
C 0.504 -1.503 2.903 0.008
C 0.062 -1.626 4.215 0.004
C -0.551 -0.539 4.849 0.013
C -0.695 0.680 4.173 0.004
C -0.143 0.766 2.896 0.023
N 0.444 -0.308 2.289 -0.010
N 0.055 1.829 2.051 0.015
Si -0.753 3.426 2.151 0.004
C -2.561 3.156 2.518 0.001
C 0.144 4.330 3.497 0.000
C -0.677 4.341 0.530 0.000
H 0.642 -2.643 1.075 0.001
H 2.170 -2.505 1.966 0.001
H 0.889 -3.573 2.565 0.000
H 0.203 -2.589 4.709 0.000
H -0.926 -0.645 5.868 0.001
H -1.176 1.556 4.612 0.000
H -2.739 2.335 3.219 0.000
H -2.994 4.066 2.951 0.000
H -3.120 2.932 1.601 0.000
H 1.146 4.636 3.170 0.000
H -0.400 5.238 3.794 0.000
H 0.261 3.707 4.394 0.000
H 0.340 4.578 0.207 0.000
H -1.177 3.809 -0.287 0.000
H -1.205 5.299 0.651 0.000